No. 1
ORCA calculation (ωB97M-V/def2-TZVPD) on the molecule C9H9N3O2.

Structure (XYZ):
```
23
Properties=species:S:1:pos:R:3:nbo_charge:R:1
N 0.030 -1.036 2.006 -0.793
C -0.015 -0.284 0.817 0.181
C -1.188 0.095 0.224 -0.128
C -2.536 -0.305 0.813 -0.112
O -2.972 -1.597 0.391 -0.279
O -3.972 -1.430 -0.598 -0.439
C -1.148 0.890 -0.967 -0.182
C 0.043 1.225 -1.508 -0.216
C 1.283 0.852 -0.933 0.093
N 2.429 1.252 -1.558 -0.342
C 3.491 0.868 -0.893 0.010
C 3.483 0.098 0.301 -0.002
N 2.381 -0.318 0.874 -0.370
C 1.247 0.093 0.242 0.135
H 0.638 -1.838 1.886 0.390
H -0.895 -1.327 2.287 0.369
H -2.452 -0.336 1.909 0.185
H -3.257 0.476 0.546 0.211
H -3.461 -1.384 -1.423 0.455
H -2.063 1.223 -1.455 0.216
H 0.040 1.818 -2.424 0.223
H 4.465 1.151 -1.304 0.195
H 4.428 -0.185 0.767 0.200
```

The multiplicity is 1. The SMILES is Nc1c(COO)ccc2nccnc12. The frontier orbital gap is 8.11 eV. For the energy above the lowest of the compared OMol25 structures with the same formula, charge and spin, the calculation gives 101.01 kcal/mol.

No. 2
ORCA calculation (ωB97M-V/def2-TZVPD) on a cluster of 2 separate species, C9H9N3O2 in total.

Structure (XYZ):
```
23
Properties=species:S:1:pos:R:3:nbo_charge:R:1
O -2.921 2.362 -0.812 -0.592
C -3.122 1.255 -0.301 0.625
C -3.381 1.036 1.096 -0.437
C -3.074 -0.292 1.518 0.103
N -2.749 -1.325 0.765 -0.615
C -2.552 -1.213 -0.571 0.791
O -2.213 -2.148 -1.131 -0.562
N -2.949 0.058 -1.110 -0.668
H -3.910 1.981 1.601 0.276
H -3.195 -0.698 2.606 0.217
H -2.896 -2.338 1.123 0.441
H -2.467 0.347 -1.954 0.421
C 4.367 0.994 -0.972 -0.161
C 4.307 -0.446 -1.107 -0.279
C 3.992 -1.335 -0.017 0.038
N 3.589 -0.883 1.212 -0.422
C 3.627 0.473 1.285 0.038
C 3.765 1.531 0.241 -0.270
H 4.672 1.545 -1.814 0.215
H 4.820 -0.816 -2.007 0.219
H 3.873 -2.370 -0.155 0.198
H 3.575 1.069 2.239 0.184
H 3.791 2.601 0.801 0.241
```

The multiplicity is 1. The SMILES is O=c1cc[nH]c(=O)[nH]1.c1ccncc1. The frontier orbital gap is 9.57 eV. For the energy above the lowest of the compared OMol25 structures with the same formula, charge and spin, the calculation gives 92.99 kcal/mol.

No. 3
ORCA calculation (ωB97M-V/def2-TZVPD) on the molecule C9H9N3S.

Structure (XYZ):
```
22
Properties=species:S:1:pos:R:3:nbo_charge:R:1
C 2.887 -3.480 0.213 -0.641
C 1.651 -2.655 0.450 -0.226
C 0.669 -2.880 1.374 -0.059
N -0.382 -1.986 1.419 -0.508
C -0.196 -0.961 0.643 0.254
N -1.114 0.056 0.706 -0.599
C -1.163 1.290 0.009 0.374
C -2.219 2.155 0.125 -0.284
C -2.199 3.250 -0.763 -0.148
C -1.125 3.569 -1.527 -0.297
C -0.049 2.696 -1.435 0.072
N -0.151 1.552 -0.768 -0.467
S 1.286 -1.090 -0.316 0.363
H 2.959 -3.581 -0.854 0.223
H 3.781 -2.934 0.692 0.225
H 2.738 -4.538 0.638 0.230
H 0.833 -3.708 2.038 0.203
H -1.795 -0.154 1.481 0.424
H -3.034 2.087 0.786 0.221
H -3.068 3.929 -0.800 0.215
H -1.126 4.574 -2.083 0.229
H 0.818 2.808 -2.028 0.195
```

The multiplicity is 1. The SMILES is Cc1cnc(Nc2ccccn2)s1. The frontier orbital gap is 8.50 eV. For the energy above the lowest of the compared OMol25 structures with the same formula, charge and spin, the calculation gives 12.09 kcal/mol.

No. 4
ORCA calculation (ωB97M-V/def2-TZVPD) on the ion C9H9N4 with charge +1.

Structure (XYZ):
```
22
Properties=species:S:1:pos:R:3:nbo_charge:R:1
C 0.191 -2.763 -0.133 0.082
C 0.997 -1.745 -0.012 -0.282
C 1.243 -0.803 1.160 -0.133
C 1.000 0.483 1.397 -0.077
N 0.245 1.505 0.641 -0.431
C 1.017 2.609 -0.238 -0.106
N 0.126 2.651 -1.358 -0.077
N -0.881 1.908 -1.305 -0.099
C -0.914 1.184 -0.183 0.170
C -1.372 -0.059 0.031 -0.124
C -1.980 -0.830 -1.071 0.090
N -1.887 -2.127 -1.185 -0.346
C -1.080 -3.053 -0.642 -0.079
H 1.857 -1.577 -0.604 0.241
H 1.900 -1.280 1.772 0.248
H 1.465 0.915 2.266 0.233
H 0.056 2.084 1.510 0.457
H 1.949 2.231 -0.596 0.251
H 1.099 3.642 0.093 0.265
H -1.138 -0.607 0.945 0.253
H -2.475 -0.208 -1.733 0.211
H -1.419 -4.161 -0.754 0.252
```

The multiplicity is 1. The SMILES is C1=C/C=C\[N@H+]2CN=N/C2=C\C=N/C=1. The frontier orbital gap is 6.68 eV. For the energy above the lowest of the compared OMol25 structures with the same formula, charge and spin, the calculation gives 146.41 kcal/mol. The charge is +1.

No. 5
ORCA calculation (ωB97M-V/def2-TZVPD) on the molecule C9H9NO2.

Structure (XYZ):
```
21
Properties=species:S:1:pos:R:3:nbo_charge:R:1
O 0.722 -1.176 -2.745 -0.590
C -0.047 -0.651 -1.857 0.682
N -1.444 -0.180 -2.039 -0.626
C -2.239 0.653 -1.309 -0.214
C -1.375 1.326 -0.296 -0.429
C -0.308 0.484 0.393 0.013
C 0.312 0.702 1.692 -0.204
C 1.406 -0.078 2.070 -0.292
C 1.945 -1.063 1.312 0.289
O 3.036 -1.973 1.756 -0.666
C 1.344 -1.284 -0.040 -0.172
C 0.320 -0.554 -0.452 -0.191
H -1.722 -0.163 -2.983 0.396
H -3.208 0.158 -0.845 0.167
H -2.783 1.466 -1.797 0.207
H -1.945 1.907 0.598 0.231
H -0.859 2.130 -1.024 0.217
H -0.088 1.400 2.595 0.233
H 1.708 0.057 3.236 0.216
H 3.437 -1.288 2.591 0.472
H 1.787 -1.873 -0.854 0.260
```

The multiplicity is 1. The SMILES is O=C1NCCc2ccc(O)cc21. The frontier orbital gap is 8.99 eV. For the energy above the lowest of the compared OMol25 structures with the same formula, charge and spin, the calculation gives 85.09 kcal/mol.

No. 6
ORCA calculation (ωB97M-V/def2-TZVPD) on the molecule C9H9NOS.

Structure (XYZ):
```
21
Properties=species:S:1:pos:R:3:nbo_charge:R:1
C -3.097 0.221 0.419 -0.247
C -2.667 0.972 -0.668 -0.189
C -2.326 -0.870 0.794 -0.193
C -1.420 0.749 -1.228 -0.234
C -1.079 -1.081 0.356 -0.295
C -0.522 -0.196 -0.629 0.152
C 2.576 -0.827 0.709 -0.518
C 2.753 0.581 0.641 -0.618
C 1.778 1.417 0.211 0.740
N 0.744 -0.194 -1.112 -0.894
O 1.178 2.448 0.247 -0.475
S 1.771 -1.345 -0.990 0.844
H -3.974 0.413 0.957 0.210
H -3.262 1.649 -1.133 0.204
H -2.609 -1.454 1.696 0.206
H -0.986 1.485 -1.988 0.224
H -0.480 -1.889 0.745 0.195
H 3.473 -1.390 0.749 0.230
H 1.846 -1.326 1.477 0.232
H 3.743 1.159 0.581 0.279
H 2.559 -0.524 -1.833 0.148
```

The multiplicity is 1. The frontier orbital gap is 7.89 eV. For the energy above the lowest of the compared OMol25 structures with the same formula, charge and spin, the calculation gives 100.18 kcal/mol.

No. 7
ORCA calculation (ωB97M-V/def2-TZVPD) on a cluster of 2 separate species, C9H9O4P in total.

Structure (XYZ):
```
23
Properties=species:S:1:pos:R:3:nbo_charge:R:1
C -1.970 1.965 -0.098 -0.267
C -2.135 1.558 -1.449 -0.247
C -1.101 1.314 0.740 -0.238
C -1.278 0.566 -1.922 -0.319
C -0.351 0.232 0.278 -0.136
C -0.352 -0.100 -1.124 0.178
C 0.888 -4.772 -2.178 0.607
C 1.526 -1.380 0.517 -0.619
C 0.541 -0.525 1.299 -0.430
O 1.323 -4.756 -1.073 -0.765
O -1.549 -3.465 -3.280 -1.208
O 1.032 -5.458 -3.153 -0.746
O 0.660 -2.711 -4.152 -1.195
P -0.076 -3.159 -2.994 1.503
H -2.312 2.932 0.266 0.183
H -2.761 2.067 -2.237 0.201
H -1.057 1.706 1.741 0.192
H -1.434 0.319 -3.009 0.239
H 1.530 -0.864 -0.496 0.234
H 0.997 -2.336 0.481 0.246
H 2.425 -1.532 1.115 0.186
H 1.174 0.223 1.910 0.184
H -0.113 -1.269 1.771 0.215
```

The multiplicity is 3. The frontier orbital gap (alpha / beta) is 2.29 / 4.79 eV. As for the expectation value of S²: 2.0130. The charge is -2.

No. 8
ORCA calculation (ωB97M-V/def2-TZVPD) on a structure of composition C9H9P.

Structure (XYZ):
```
19
Properties=species:S:1:pos:R:3:nbo_charge:R:1
C -2.967 0.183 0.264 -0.195
C -1.902 1.054 -0.017 -0.225
C -2.828 -1.147 0.325 -0.228
C -0.611 0.537 -0.002 -0.193
C -1.478 -1.647 0.275 -0.188
C -0.346 -0.902 0.122 -0.370
C 2.305 -0.194 0.226 -0.294
C 2.495 0.437 1.324 -0.356
C 2.471 -0.178 -1.218 -0.500
P 1.296 -1.725 -0.006 0.605
H -4.000 0.692 0.355 0.206
H -2.185 2.083 -0.284 0.220
H -3.672 -1.738 0.619 0.221
H 0.126 1.273 -0.400 0.210
H -1.410 -2.741 0.493 0.207
H 1.967 0.082 2.182 0.201
H 3.101 1.246 1.512 0.197
H 1.644 0.436 -1.644 0.222
H 3.167 -0.598 -2.030 0.263
```

The multiplicity is 1. The frontier orbital gap is 8.14 eV. For the energy above the lowest of the compared OMol25 structures with the same formula, charge and spin, the calculation gives 31.48 kcal/mol.

No. 9
ORCA calculation (ωB97M-V/def2-TZVPD) on a cluster of 2 separate species, CBr2F3P in total.

Structure (XYZ):
```
7
Properties=species:S:1:pos:R:3:nbo_charge:R:1
C 0.478 -0.038 0.002 0.958
F 0.017 -0.924 0.939 -0.344
F 1.301 -0.745 -0.874 -0.341
F 1.098 0.946 0.674 -0.323
P -3.797 1.357 0.080 0.392
Br -1.869 0.824 -0.986 -0.193
Br -4.545 -0.558 0.560 -0.148
```

The multiplicity is 1. The frontier orbital gap (alpha / beta) is 7.65 / 7.42 eV. For the energy above the lowest of the compared OMol25 structures with the same formula, charge and spin, the calculation gives 48.67 kcal/mol.

No. 10
ORCA calculation (ωB97M-V/def2-TZVPD) on a structure of composition CBr2S.

Structure (XYZ):
```
4
Properties=species:S:1:pos:R:3:nbo_charge:R:1
C 0.414 -0.014 -0.654 -0.394
S -2.204 0.713 0.524 -0.042
Br 1.755 0.890 0.072 0.218
Br 0.035 -1.589 0.058 0.218
```

The multiplicity is 3. The frontier orbital gap (alpha / beta) is 7.92 / 6.73 eV. For the energy above the lowest of the compared OMol25 structures with the same formula, charge and spin, the calculation gives 52.63 kcal/mol. As for the expectation value of S²: 2.0850.

No. 11
ORCA calculation (ωB97M-V/def2-TZVPD) on a cluster of 2 separate species, CBrCl2F in total.

Structure (XYZ):
```
5
Properties=species:S:1:pos:R:3:nbo_charge:R:1
C -0.510 0.085 -0.376 0.201
F -0.394 0.240 -1.688 -0.293
Cl -0.738 1.469 0.530 0.118
Cl -0.874 -1.451 0.169 0.119
Br 2.515 -0.342 1.366 -0.146
```

The multiplicity is 1. The frontier orbital gap (alpha / beta) is 10.09 / 4.88 eV. For the energy above the lowest of the compared OMol25 structures with the same formula, charge and spin, the calculation gives 29.61 kcal/mol.

No. 12
ORCA calculation (ωB97M-V/def2-TZVPD) on a cluster of 2 separate species, CBrCl2NO2 in total.

Structure (XYZ):
```
7
Properties=species:S:1:pos:R:3:nbo_charge:R:1
C -0.027 0.011 -1.287 -0.297
N 0.235 0.017 1.780 0.527
O 1.015 0.600 2.450 -0.259
O -0.833 -0.477 1.911 -0.265
Cl -1.662 0.426 -1.036 0.085
Cl 0.325 -1.664 -1.322 0.074
Br 0.947 1.088 -2.496 0.135
```

The multiplicity is 1. The frontier orbital gap (alpha / beta) is 9.26 / 7.33 eV. For the energy above the lowest of the compared OMol25 structures with the same formula, charge and spin, the calculation gives 37.80 kcal/mol.